The molecule C4H6N2, computed with ωB97M-V with the def2-TZVPD basis set.

Each line ends with the natural charge from an NBO analysis.
Geometry (Å):
N1 -1.89959 0.65704 -0.34360  -0.87
C1 -0.60441 0.14020 -0.13343  0.26
C2 -0.24262 -1.15252 -0.08234  -0.31
C3 1.35654 -1.04097 0.28261  -0.30
C4 1.62796 0.30040 0.31553  -0.08
N2 0.45649 0.98542 0.08395  -0.54
H1 -2.24158 0.62333 -1.29159  0.38
H2 -2.58559 0.36228 0.33402  0.38
H3 -0.95772 -2.00213 -0.12999  0.23
H4 2.20125 -1.73879 0.45680  0.22
H5 2.54269 0.88552 0.47113  0.22
H6 0.34658 1.98023 0.03693  0.41

Force components x, y, z for each atom (eV/Å):
0.07 0.82 0.12
-0.43 0.00 -0.18
4.01 -0.67 1.38
-1.98 -0.12 -0.65
-0.90 -0.21 -0.17
-0.29 0.30 -0.15
0.03 -0.16 0.10
0.06 -0.10 -0.17
1.11 0.66 -0.01
-1.30 0.01 -0.28
-0.42 -0.65 -0.02
0.03 0.11 0.03

Calculated values
E (Eh): -265.4936
Gap between HOMO and LUMO (Eh): 0.35377
SMILES string: Nc1ccc[nH]1
Relative energy (zero: lowest compared OMol25 entry of this formula, charge and spin) (kJ/mol): 110.14
Highest occupied orbital energy (eV): -8.55

An isolated ion of composition C3H3FIO2 and charge -1, computed with ωB97M-V with the def2-TZVPD basis set.

Each line ends with the Löwdin spin population.
Geometry (Å):
C1 1.41392 -0.09549 0.68495  0.12
C2 -1.00542 0.54768 0.01450  0.05
C3 -0.01458 -0.52135 -0.27451  0.56
O1 2.44051 0.00706 0.05181  0.11
O2 1.13074 -0.05148 1.85124  0.26
F1 -0.52034 -1.78866 -0.01321  0.08
I1 0.53964 -0.34716 -2.40434  0.78
H1 -0.91371 1.51426 -0.59331  0.01
H2 -2.05264 0.07525 -0.33308  0.01
H3 -1.01811 0.65989 1.01595  0.01

Force components x, y, z for each atom (eV/Å):
2.17 -0.74 -0.50
-2.75 -0.91 -3.72
-1.14 0.05 0.78
-0.27 0.17 -0.44
-1.45 0.02 1.31
0.60 0.77 0.67
0.94 -0.07 -3.29
0.37 -1.45 0.97
2.08 1.06 0.77
-0.55 1.08 3.44

Calculated values
E (Eh): -664.0650
Gap between HOMO and LUMO (alpha / beta) (Eh): 0.15749 / 0.20296
2S+1: 3
⟨S²⟩: 2.01
Charge: -1
Relative energy (zero: lowest compared OMol25 entry of this formula, charge and spin) (kJ/mol): 63.30
Highest occupied orbital energy (alpha / beta) (eV): -0.69 / -4.58

C2H6IO2Zn as an isolated structure, computed with ωB97M-V with the def2-TZVPD basis set.

Each line ends with the natural charge from an NBO analysis.
Geometry (Å):
Zn1 0.07627 -3.83469 4.64487  1.10
I1 -0.56755 -3.13712 1.96255  -0.11
C1 0.52188 0.21762 -0.18541  -0.11
C2 0.27928 1.43803 -1.10497  -0.10
O1 -0.94364 2.10308 -0.79360  -0.72
O2 -0.27309 -0.78598 -0.81956  -0.70
H1 0.13131 0.43870 0.80791  0.18
H2 1.58367 -0.02778 -0.20725  0.17
H3 0.15207 1.36355 -2.18496  0.20
H4 1.03899 2.20524 -0.95556  0.19
H5 -1.66812 1.50700 -0.99711  0.47
H6 -0.33106 -1.48761 -0.16690  0.43

Force components x, y, z for each atom (eV/Å):
-0.51 0.58 -2.18
0.47 -0.68 2.27
-0.47 1.13 -2.39
-0.52 1.49 0.58
-0.28 0.13 0.93
0.09 -0.58 0.72
0.25 0.17 0.08
0.05 -0.22 0.26
1.02 -1.45 -0.09
0.18 -0.12 0.19
-0.08 -0.07 -0.10
-0.19 -0.38 -0.27

Calculated values
E (Eh): -2306.9200
Gap between HOMO and LUMO (Eh): 0.11750
Charge: +1
Relative energy (zero: lowest compared OMol25 entry of this formula, charge and spin) (kJ/mol): 38.07
Highest occupied orbital energy (eV): -12.31

Which value of E does entry 2 give? -664.0650 Eh